95
Properties=species:S:1:pos:R:3:forces:R:3 method="wB97M-V/def2-TZVPD" homo_lumo_gap_ev=5.3 energy_ha=-3628.6575 fmax_ev_per_a=0.24 total_charge=-2 e_homo_ev=-1.529 lumo_energy_ev=3.82 e_above_lowest_ev=0.000
Na 0.02800 -0.01884 0.52584 0.2 -0.1 0.0
C -4.12055 -0.25599 -0.44601 0.0 0.0 0.0
C -4.03212 -0.45956 1.06914 0.0 0.0 -0.1
C -5.36238 -0.98744 1.61037 0.0 0.0 0.0
P -2.37876 -1.21932 1.44225 0.1 0.1 0.0
C -2.40043 -1.56081 3.27750 0.0 0.0 -0.1
C -3.15544 -2.81124 3.72522 0.0 0.0 0.0
C -0.95446 -1.63459 3.77701 0.0 0.0 0.0
C -2.29317 -2.88061 0.69606 0.1 0.0 0.0
C -3.40622 -3.66064 0.39228 0.0 0.0 0.0
C -3.32246 -4.91154 -0.20381 0.0 0.0 0.0
C -4.55274 -5.73659 -0.48076 0.0 0.0 0.0
C -2.04344 -5.38082 -0.50612 0.0 0.0 0.0
C -0.91585 -4.64534 -0.21198 0.0 0.0 0.0
C -0.98279 -3.36887 0.40746 0.0 0.0 0.0
N 0.12136 -2.60266 0.63215 -0.1 0.0 0.0
C 1.30296 -3.19538 0.97443 0.0 0.0 0.0
C 1.36667 -4.32973 1.82006 0.0 0.0 0.0
C 2.56582 -4.86892 2.23976 0.0 0.0 0.0
C 3.78420 -4.32116 1.84794 0.0 0.0 0.0
C 5.10097 -4.90319 2.29401 0.0 0.0 0.0
C 3.73508 -3.20971 1.01340 0.0 0.0 0.0
C 2.54945 -2.63842 0.56576 0.0 0.0 0.0
P 2.45219 -1.18540 -0.54090 -0.1 0.1 0.0
C 2.45437 -1.94374 -2.24422 0.0 -0.1 0.0
C 3.26127 -3.23310 -2.38433 0.0 0.0 0.0
C 1.01263 -2.17448 -2.69931 0.0 0.0 0.0
C 4.08757 -0.29976 -0.46920 0.0 0.0 0.0
C 4.38958 0.10281 0.97487 0.0 0.0 0.0
C 5.32587 -0.84521 -1.18189 0.0 0.1 0.0
H -5.02203 0.30898 -0.69944 0.0 0.0 0.0
H -4.16133 -1.21734 -0.96624 0.0 0.0 0.0
H -3.26284 0.30588 -0.81637 0.0 0.0 0.0
H -3.87830 0.52949 1.51368 0.0 0.0 0.0
H -5.72015 -1.85086 1.04624 0.0 0.0 0.0
H -6.11705 -0.20188 1.50614 0.0 0.0 0.0
H -5.31976 -1.25907 2.66425 0.0 0.0 0.0
H -2.87113 -0.66364 3.69543 0.0 0.0 0.0
H -2.75453 -3.69567 3.22576 0.0 0.0 0.0
H -4.22473 -2.76936 3.51753 0.0 0.0 -0.1
H -3.03276 -2.95066 4.80493 0.0 0.0 0.0
H -0.43073 -2.47949 3.32218 0.0 0.0 0.0
H -0.94186 -1.77294 4.86414 0.0 0.0 0.0
H -0.39322 -0.73273 3.53455 0.0 0.0 0.0
H -4.38757 -3.27888 0.64689 0.0 0.0 0.0
H -5.41942 -5.09996 -0.67108 0.0 0.0 0.0
H -4.80708 -6.38984 0.36094 0.0 0.0 0.0
H -4.41012 -6.37603 -1.35526 0.0 0.0 0.0
H -1.93372 -6.34479 -0.99742 0.0 0.0 0.0
H 0.06128 -5.03253 -0.47613 0.0 0.0 0.0
H 0.43385 -4.76840 2.15508 0.0 0.0 0.0
H 2.55814 -5.73259 2.90017 0.0 0.0 0.0
H 4.94452 -5.70582 3.01767 0.0 0.0 0.0
H 5.73592 -4.14924 2.76731 0.0 0.0 0.0
H 5.66589 -5.32164 1.45515 0.0 0.0 0.0
H 4.67442 -2.77916 0.69180 0.0 0.0 0.0
H 2.88752 -1.15896 -2.87534 0.0 0.0 0.0
H 2.79319 -4.03791 -1.81217 0.0 0.0 0.0
H 4.28593 -3.13537 -2.02295 0.0 0.0 0.0
H 3.29675 -3.54001 -3.43540 0.0 0.0 0.0
H 0.49890 -2.86599 -2.02758 0.0 0.0 0.0
H 0.99424 -2.59739 -3.70940 0.0 0.0 0.0
H 0.46067 -1.23424 -2.71685 0.0 0.0 0.0
H 3.81131 0.62641 -0.98672 0.0 0.0 0.0
H 4.69095 -0.75641 1.57845 0.0 0.0 0.0
H 3.51063 0.54418 1.44925 0.0 0.0 0.0
H 5.19719 0.84026 0.99830 0.0 0.0 0.0
H 5.70102 -1.77473 -0.75311 0.0 0.0 0.0
H 6.13304 -0.10876 -1.10403 0.0 0.0 0.0
H 5.13936 -1.01056 -2.24399 0.0 0.0 0.0
C 0.45100 2.07110 4.78999 0.0 0.0 0.0
O 0.69356 2.87219 3.63628 0.0 0.0 0.0
C 0.73030 2.17150 2.48525 0.0 0.0 0.0
O 0.86789 0.96212 2.44643 0.0 0.0 0.1
N 0.66187 3.00265 1.42256 0.0 0.0 0.1
N 0.56231 2.42605 0.14388 0.0 0.0 0.1
H 0.42725 2.76568 5.62632 0.0 0.0 0.0
H 1.24419 1.33583 4.92574 0.0 0.0 0.0
H -0.50755 1.56352 4.69229 0.0 0.0 0.0
H 0.20506 3.88834 1.59397 0.0 0.0 0.0
H 1.31095 2.78962 -0.44404 0.0 -0.1 -0.1
H -0.33452 2.68312 -0.25644 0.0 0.0 0.0
C 5.24906 2.00687 -3.44936 0.0 0.0 0.0
O 3.89495 1.60033 -3.56685 0.0 0.0 0.0
C 2.92766 2.26560 -2.86529 0.0 0.0 0.0
S 3.37591 3.49105 -1.78647 0.0 -0.1 0.0
S 1.37333 1.72164 -3.18594 0.1 0.0 0.0
H 5.81204 1.30872 -4.07023 0.0 0.0 0.0
H 5.59217 1.95849 -2.41650 0.0 0.0 0.0
H 5.38456 3.02902 -3.80573 0.0 0.0 0.0
F -2.03932 4.27456 2.10919 0.0 0.0 0.0
B -2.65581 3.01419 1.96488 0.0 0.0 0.0
F -4.04386 3.13156 2.11390 0.0 0.0 0.0
F -2.14641 2.12700 2.94083 0.0 0.0 0.0
F -2.35651 2.49959 0.68229 0.0 0.0 0.0

=====

97
Properties=species:S:1:pos:R:3:forces:R:3 method="wB97M-V/def2-TZVPD" homo_lumo_gap_ev=1.1 energy_ha=-5350.5272 fmax_ev_per_a=8.00 e_homo_ev=-7.063 lumo_energy_ev=-5.94
C -3.55168 2.09948 2.23978 -0.3 -0.5 -0.7
C -2.98575 1.00967 1.64996 -0.3 0.8 1.0
C -1.86199 0.33876 2.37202 -0.7 -1.7 -0.1
C -0.49886 0.53682 1.60375 -0.4 -0.2 0.4
C 0.52965 0.25703 2.61974 0.0 -0.2 -0.1
N 1.31615 -0.07544 3.38471 0.2 0.3 0.1
C -0.35854 -0.47958 0.42264 0.4 0.5 0.1
C 0.77605 -1.48422 0.56419 -0.2 -0.9 -0.6
O 0.46128 -2.48859 1.51289 -0.1 0.2 -0.4
C 1.19621 -3.69988 1.26158 0.1 0.1 1.0
C 2.71476 -3.56098 1.44578 -0.8 0.3 -0.4
C -0.28983 2.01780 1.13980 0.0 -0.2 -0.1
O -1.09147 2.35928 0.01390 -0.3 0.0 0.0
C -0.71034 2.88585 2.27148 0.8 0.1 0.0
N -0.80587 3.53988 3.20944 -0.4 0.1 0.0
C 1.19130 2.29638 0.76464 -0.2 0.6 0.0
C 1.96400 3.22425 1.70062 0.9 0.1 -0.2
C 3.36624 3.48773 1.11435 -0.4 -0.5 -0.4
C 4.31621 2.28780 1.25706 -0.4 0.0 -0.3
C 5.11922 1.96559 -0.01201 0.7 0.0 0.8
C 5.48364 0.48616 -0.05958 -0.7 0.4 -0.6
C 4.22946 -0.39963 -0.48993 1.2 0.3 0.6
C 4.29848 -0.88315 -1.92885 -0.7 0.4 -0.4
C 4.11003 0.28471 -2.90664 0.1 -0.3 0.5
H -3.57919 3.03886 1.67454 -0.5 -0.1 0.0
H -3.89112 2.13613 3.26732 1.2 0.4 0.4
H -3.32921 0.68741 0.66706 1.0 0.4 -0.4
H -2.02295 -0.74384 2.42269 0.2 0.0 0.0
H -1.76309 0.68023 3.39932 -0.1 0.3 -0.1
H -0.17195 0.09569 -0.48851 0.1 -0.1 -0.1
H -1.28051 -1.03763 0.25848 -0.1 0.1 0.2
H 0.88928 -1.98473 -0.40952 0.0 0.2 -0.1
H 1.73740 -1.00618 0.75973 0.0 0.1 0.2
H 0.98223 -4.09758 0.26752 0.8 0.7 0.2
H 0.85242 -4.43805 1.98534 -0.3 0.1 0.0
H 3.06808 -4.30784 2.14924 0.3 -0.2 -0.2
H 3.18822 -3.64419 0.46691 0.3 -0.1 0.1
H 2.90876 -2.58451 1.90110 0.0 0.0 0.0
H -1.58634 1.59827 -0.30698 0.1 0.0 0.0
H 1.15693 2.79896 -0.20177 -0.1 -0.1 -0.1
H 1.71744 1.35767 0.59750 0.0 -0.1 0.2
H 1.47724 4.19625 1.75273 -0.3 -0.1 0.2
H 2.05501 2.80774 2.70377 -0.1 0.1 0.1
H 3.20775 3.64225 0.04214 0.1 0.2 0.0
H 3.78919 4.41480 1.49579 0.1 -0.1 0.2
H 3.71963 1.39788 1.48966 -0.1 0.1 0.2
H 4.97768 2.45209 2.10894 0.1 -0.1 0.0
H 4.58781 2.24099 -0.92013 0.0 0.1 0.0
H 6.05085 2.53237 0.04572 -0.1 0.2 -0.4
H 6.28290 0.31654 -0.80476 -0.1 0.0 0.3
H 5.88415 0.11975 0.93155 -1.1 5.0 -3.1
H 3.35961 0.24884 -0.39366 -0.2 -0.2 0.2
H 4.11896 -1.26615 0.19701 -0.7 0.7 -0.8
H 3.46976 -1.57224 -2.10768 0.1 -0.2 0.1
H 5.22308 -1.41273 -2.16318 0.0 -0.1 0.1
H 5.01246 0.89617 -2.90134 -0.1 0.2 -0.3
H 3.90293 -0.10936 -3.90315 0.3 0.1 -0.2
H 3.26410 0.90140 -2.58728 0.0 0.1 0.0
Cs 6.01393 -1.58455 1.52636 1.6 -6.9 3.7
C 0.78233 -7.82577 -1.74475 0.1 0.0 0.0
C 1.34418 -6.86997 -0.67958 -0.1 -0.8 -0.3
O 1.49843 -7.31019 0.45470 -0.1 0.5 0.2
O 1.56563 -5.66513 -1.08511 -1.1 0.6 0.2
H 0.60305 -8.81070 -1.32148 0.0 0.0 0.1
H -0.15897 -7.43962 -2.14682 0.1 0.0 -0.1
H 1.48869 -7.91673 -2.57010 -0.1 0.1 -0.1
Li -0.14052 -4.87448 -0.54881 0.2 -0.7 -0.6
O 4.46883 -1.24297 -5.49374 0.0 0.0 0.1
H 3.84253 -1.54365 -6.16535 0.0 0.0 0.0
Mg -5.18373 3.40690 0.49922 -1.3 -0.2 -0.4
C 3.25296 6.81002 -2.48884 -0.1 0.0 -0.1
N 4.25793 5.71543 -2.38798 0.0 0.0 0.0
O 3.91249 4.59684 -2.71164 0.0 0.0 0.1
O 5.35980 6.02088 -1.98591 0.0 0.0 0.0
H 2.32567 6.38999 -2.85944 0.0 0.0 0.0
H 3.12882 7.22855 -1.49469 0.1 0.1 0.0
H 3.65024 7.55314 -3.17315 0.1 0.0 0.1
C -3.77743 -2.97432 -0.47223 0.1 -0.1 0.1
O -2.67543 -3.57052 -1.15259 0.5 -0.1 0.0
H -3.59150 -3.06545 0.59678 0.0 0.0 -0.1
H -3.86989 -1.92272 -0.73606 -0.1 0.2 0.0
H -4.70577 -3.48182 -0.71748 -0.2 0.0 0.0
H -2.83428 -3.49577 -2.09806 0.0 -0.1 0.0
Br 4.88220 -5.24117 3.50574 0.3 0.4 0.0
C -9.25512 -0.36342 -1.03604 0.0 -0.1 0.0
C -10.47650 0.15953 -1.00888 0.0 0.0 -0.1
C -10.85842 1.17884 0.00151 0.1 0.1 0.0
O -11.97276 1.64208 0.04150 -0.1 -0.1 0.1
C -9.79769 1.58400 0.97196 0.4 -0.2 0.2
C -8.57873 1.02884 0.94552 -0.5 -0.2 0.4
C -8.21868 0.03837 -0.05699 0.0 0.1 0.0
O -7.09639 -0.44685 -0.09667 0.4 -0.1 -0.1
H -8.96004 -1.10471 -1.76832 0.0 0.0 0.0
H -11.24660 -0.12737 -1.71315 0.0 0.0 0.0
H -10.07525 2.32154 1.71040 -0.1 0.0 0.0
H -7.80582 1.30142 1.65578 0.0 0.0 0.0
Cl -9.27604 3.54044 -0.74301 0.8 0.6 -0.3

=====

107
Properties=species:S:1:pos:R:3:forces:R:3 method="wB97M-V/def2-TZVPD" homo_lumo_gap_ev=7.2 energy_ha=-6907.8052 fmax_ev_per_a=2.87 total_charge=+1 e_homo_ev=-10.591 lumo_energy_ev=-3.35
C 0.34496 5.17267 -3.23252 -0.6 -0.3 1.2
C 0.00571 4.63533 -2.20820 0.2 0.1 -0.7
C -0.39430 3.93317 -0.95670 0.2 -0.9 -2.4
P -1.91882 4.99119 -0.45475 -0.3 1.6 1.4
N -3.24838 4.01278 0.01066 0.3 -0.2 -0.3
O -2.45651 5.57439 -1.88961 0.1 -0.5 0.4
N 0.73067 4.25231 -0.06751 -0.9 -0.1 1.2
C 0.52843 4.72021 1.30224 1.1 1.2 0.3
C 0.70842 6.26511 1.37997 0.8 0.0 0.8
C 2.10749 6.66325 1.88558 0.1 -0.1 -0.2
F 0.60623 6.81314 0.12896 -0.5 0.2 -0.7
C 1.86438 3.54926 -0.34275 -1.3 -0.8 0.2
N 2.91817 4.26518 -0.54766 0.2 0.4 0.1
F 4.08994 3.69414 -0.83699 0.2 0.1 0.1
N 1.83526 2.18729 -0.42590 0.6 0.4 0.2
P 2.18966 1.36322 1.05310 -0.6 -2.8 -0.4
C 1.23635 1.84207 2.54731 0.9 0.5 0.3
C 3.96838 1.19945 1.42026 -0.3 1.1 0.7
C 0.84210 1.64922 -1.35465 -0.3 -0.4 -1.4
Br 1.64691 2.01288 -3.18671 0.1 0.2 0.1
C 0.75967 0.11884 -1.33686 0.7 -0.4 0.5
C 1.92636 -0.69765 -1.88855 -0.7 -1.0 0.7
O 3.22309 -0.28190 -1.45401 -0.1 0.6 -0.4
C 4.20083 -0.90309 -2.12889 1.3 -0.4 0.0
O 4.02085 -1.83262 -2.86356 -0.7 -0.3 -0.4
C 5.60587 -0.39747 -1.89103 -0.3 1.2 0.0
C 5.74129 1.12543 -2.04061 0.0 -0.3 0.7
C -0.55962 2.36120 -1.23526 -0.1 -0.2 0.6
C -1.26669 1.63118 -0.07038 -0.2 0.1 0.5
C -2.30155 0.56494 -0.40031 -0.6 -0.7 0.7
N -2.35795 -0.34544 0.74885 0.2 0.7 -0.2
P -1.38928 2.29635 -2.98543 0.4 0.5 -1.3
O -1.28233 0.73504 -3.50805 -0.6 0.4 0.6
Cl -3.47668 2.48079 -2.77770 0.4 -0.3 0.3
H 0.48950 5.64402 -4.16514 0.3 0.2 -0.3
H -3.30912 3.88390 1.01086 0.0 0.1 0.1
H -4.14040 4.34719 -0.32463 -0.1 -0.2 -0.1
H -3.41608 5.50797 -1.93218 -0.1 0.0 -0.3
H 1.35226 4.34645 1.90520 0.0 -0.4 0.0
H -0.36931 4.37917 1.80463 -0.4 -0.1 -0.5
H -0.02160 6.72354 2.03863 -0.4 0.0 -0.2
H 2.77459 5.81022 2.01148 0.0 -0.1 0.2
H 2.07058 7.23017 2.80864 0.0 -0.1 0.2
H 2.57124 7.30718 1.14269 0.0 0.2 -0.1
H 2.89134 5.27933 -0.50188 0.3 0.1 -0.1
H 1.05991 0.92074 3.09668 0.1 -0.3 -0.1
H 0.25656 2.23340 2.32184 -0.1 0.2 -0.2
H 1.79276 2.49641 3.21924 -0.2 0.3 0.0
H 4.38857 2.07563 1.91214 0.3 0.1 -0.2
H 4.54314 0.89429 0.55991 -0.1 0.1 -0.3
H 4.03079 0.40071 2.15600 -0.2 -0.2 0.0
H 0.58513 -0.27805 -0.34428 0.0 0.4 0.4
H -0.09063 -0.24488 -1.89835 -0.1 0.4 -0.3
H 1.87504 -0.84860 -2.95700 0.3 0.5 -0.3
H 1.77430 -1.69799 -1.47863 -0.1 -0.1 0.0
H 5.93936 -0.65996 -0.88884 0.0 -0.3 0.1
H 6.24377 -0.86653 -2.62398 0.1 -0.4 0.0
H 5.18066 1.60023 -1.24164 -0.2 0.3 -0.2
H 6.77973 1.39880 -1.88119 0.2 0.1 -0.2
H 5.40910 1.50339 -3.00105 -0.1 0.0 -0.1
H -1.75002 2.29936 0.63762 -0.1 0.4 -0.3
H -0.56768 1.13064 0.59897 0.5 0.0 -0.3
H -2.08857 -0.00693 -1.30695 0.2 0.3 -0.2
H -3.29708 0.98367 -0.49604 0.0 0.3 -0.3
H -3.08649 -1.04518 0.61195 0.6 0.0 0.1
H -1.43670 -0.76737 0.79305 -0.3 -0.6 0.3
H -2.10386 0.25807 -3.31773 0.1 -0.2 -0.1
C -1.41577 -4.98940 2.36575 -0.2 -0.3 0.1
C -1.32014 -4.00716 3.50465 -0.2 -0.1 0.4
O -0.38175 -3.04282 3.00161 0.0 0.0 -0.2
C -0.41595 -3.10628 1.65538 -0.2 -0.2 0.1
O 0.11519 -2.31832 0.93023 0.2 0.2 -0.1
O -1.12700 -4.16314 1.22819 0.2 0.1 0.1
H -2.39889 -5.44281 2.27666 0.0 0.1 -0.2
H -0.66542 -5.77792 2.42959 0.0 0.1 0.0
H -2.26700 -3.50311 3.70513 0.0 0.0 -0.1
H -0.95819 -4.46245 4.42148 0.2 0.1 0.0
C 0.51281 -2.63019 -5.90640 0.2 0.0 -0.1
C -0.34720 -1.96510 -4.85800 0.2 0.2 0.1
O -1.64607 -2.48602 -5.14062 0.1 -0.1 -0.1
C -1.48708 -3.66939 -5.79653 0.1 -0.1 0.0
O -2.36231 -4.43172 -6.02561 -0.1 -0.1 0.0
O -0.18729 -3.85335 -6.14687 -0.2 0.2 0.1
H 1.52652 -2.82466 -5.56357 0.0 -0.2 0.0
H 0.55577 -2.05910 -6.83595 -0.1 0.0 0.0
H -0.06376 -2.25625 -3.84221 0.0 -0.1 0.0
H -0.34092 -0.88171 -4.93023 -0.2 0.0 0.0
C 2.19617 -6.61338 4.67049 0.3 0.1 -0.1
C 2.20999 -8.11030 4.88191 0.2 -0.1 -0.1
O 0.96953 -8.33841 5.55838 0.0 0.2 -0.1
C 0.13344 -7.32082 5.25322 0.0 -0.1 0.1
O -1.02278 -7.28798 5.51296 -0.1 0.1 0.0
O 0.79471 -6.32747 4.59967 0.1 -0.1 0.0
H 2.69994 -6.30904 3.75628 -0.2 0.1 -0.1
H 2.62501 -6.06633 5.51184 0.0 0.0 0.0
H 2.20624 -8.66652 3.94286 0.0 0.0 0.0
H 3.04761 -8.44492 5.48814 -0.1 -0.1 0.1
C -7.28801 -1.37673 1.73368 -0.2 0.1 0.2
C -7.55307 -1.62525 0.26724 -0.3 0.0 -0.1
O -6.22824 -1.73313 -0.26750 0.1 0.0 0.2
C -5.40500 -2.09708 0.73747 -0.1 -0.1 0.0
O -4.27036 -2.43411 0.58868 -0.2 -0.2 0.0
O -6.02988 -2.03217 1.93162 0.0 0.0 -0.1
H -8.05081 -1.80010 2.38151 0.2 -0.1 0.1
H -7.17243 -0.31660 1.96615 0.0 0.0 0.0
H -8.08188 -2.56250 0.08843 0.1 0.0 0.0
H -8.09821 -0.81505 -0.20955 0.2 0.0 -0.1